19
Properties=species:S:1:pos:R:3:forces:R:3 method="wB97M-V/def2-TZVPD" de_lowest_kcal_mol=94.8 total_charge=+1 multiplicity=3
C 1.083464 -0.943413 1.245839 -0.30 -2.31 -1.99
C -0.260698 -0.738105 0.521341 -10.52 -1.01 5.53
C 0.135876 0.589893 -0.054581 -1.80 -2.38 -4.55
C -1.262031 -1.730790 -0.143538 1.69 0.59 0.62
C 0.259699 1.764576 0.796547 -0.95 2.50 2.49
C -0.493875 1.011379 -1.432926 4.38 -1.16 -0.39
N 1.161755 -0.455997 -0.094765 9.40 3.38 -3.30
H 1.338200 -0.142103 1.922858 -0.31 0.22 0.50
H 1.511021 -1.913655 1.547409 -0.28 0.47 -0.71
H -2.080733 -2.099897 0.492921 0.14 0.49 -0.14
H -0.634469 -2.613461 -0.284626 -0.03 -0.43 -0.31
H -1.624207 -1.410786 -1.151584 0.23 0.06 1.06
H -0.734455 2.344374 0.692788 1.52 -1.03 0.30
H 1.051205 2.520174 0.529459 -0.53 -1.16 0.03
H 0.338963 1.433346 1.854503 0.04 0.83 -0.55
H 0.162832 1.867270 -1.709409 -1.15 -0.18 -0.25
H -1.513475 1.078011 -1.696994 -1.41 0.68 1.06
H -0.199005 0.219592 -2.127425 0.28 -0.03 -0.24
H 1.759932 -0.780409 -0.907819 -0.40 0.47 0.83